Entry 1:
Entry from the OMol25 dataset: a structure of composition C38H69BrN6O6RbS2SbSeSi4 (wB97M-V/def2-TZVPD).

Results
- orbital gap (eV) = 5.164
- charge = -2
- ΔE to the lowest compared entry with this formula, charge and spin (eV) = 0.0000
- E_LUMO (eV) = 3.5

Geometry as XYZ:
```
129
Properties=species:S:1:pos:R:3:forces:R:3
Rb -1.06940 -0.13031 0.22630 0.46 -0.09 -0.28
O -2.64631 1.58028 1.88151 0.04 -0.04 0.02
S -3.39306 2.21885 0.80825 -0.19 0.15 0.07
O -3.71408 3.61264 1.07337 0.07 0.05 0.00
O -2.78163 2.02094 -0.50698 -0.14 -0.02 0.10
C -5.02465 1.40975 0.74971 0.01 0.06 0.01
C -6.08333 2.30816 0.86627 0.02 0.03 -0.02
C -7.40474 1.89516 0.85153 -0.04 0.03 0.00
C -7.69276 0.55086 0.72091 -0.04 0.00 0.00
C -6.65354 -0.35662 0.60864 0.02 -0.02 0.00
C -5.31871 0.04170 0.61794 0.00 -0.04 0.07
S -4.16028 -1.34826 0.43420 -0.26 -0.27 -0.13
O -3.26229 -1.31700 1.57907 0.08 0.12 0.08
O -5.01356 -2.51820 0.39622 0.00 0.01 0.01
O -3.47906 -1.09332 -0.83840 -0.01 0.04 0.12
H -5.83803 3.35344 0.97635 0.00 0.01 0.00
H -8.19898 2.62687 0.94667 0.01 0.00 0.00
H -8.71833 0.20155 0.70812 -0.01 -0.01 0.00
H -6.85156 -1.41337 0.51134 -0.01 -0.01 0.00
Br 2.10067 1.05997 6.11348 0.02 0.01 -0.01
C 0.40429 0.40479 5.51173 -0.03 0.02 -0.03
C -0.63638 0.34495 6.42352 0.01 -0.01 0.01
C -1.85311 -0.12807 5.95571 -0.03 -0.01 -0.03
C -1.96801 -0.51419 4.63011 0.04 0.04 0.06
C -0.84664 -0.40882 3.82712 -0.12 0.08 -0.05
N 0.32988 0.05348 4.25262 0.00 0.05 0.08
H -0.49536 0.66129 7.44658 0.00 -0.01 0.00
H -2.70325 -0.18387 6.62414 0.00 -0.01 0.00
H -2.88893 -0.87041 4.19401 -0.06 -0.02 -0.03
H -0.91807 -0.69975 2.79115 0.07 -0.10 0.06
C -1.96388 -1.87376 -3.65885 0.01 -0.05 -0.05
N -1.86254 -0.42518 -3.67744 0.09 -0.13 -0.11
C -2.83822 0.43850 -3.22510 0.06 0.13 0.12
C -2.33865 1.68434 -3.33085 0.04 -0.04 -0.01
N -1.06614 1.56518 -3.86160 -0.03 0.05 -0.04
C -0.13629 2.65088 -4.07915 0.01 -0.01 -0.03
C -0.78230 0.26550 -4.09068 0.24 0.00 0.01
Se 0.77851 -0.40104 -4.84723 -0.09 0.01 -0.04
H -2.50406 -2.22679 -4.53893 0.02 -0.01 0.01
H -2.48407 -2.16727 -2.75044 -0.03 0.01 0.00
H -0.95489 -2.28101 -3.66879 -0.05 -0.01 0.04
H -3.72617 0.07296 -2.74608 -0.05 0.01 0.02
H -2.72198 2.61924 -2.97026 -0.04 0.03 -0.01
H -0.67469 3.59003 -3.96568 0.00 0.01 0.01
H 0.29250 2.57039 -5.07696 -0.01 0.02 0.00
H 0.67250 2.60834 -3.34804 -0.01 -0.01 -0.03
C 1.81864 6.52844 -1.52509 -0.11 0.05 -0.01
C 1.77434 5.02470 -1.77159 -0.06 0.04 -0.04
C 3.17368 4.45155 -1.97873 0.04 0.02 0.02
Sb 0.71159 3.74792 -0.34381 -0.02 0.07 -0.03
C -0.87015 5.08842 0.29044 0.00 -0.02 0.04
C -0.54559 6.33866 1.09580 0.11 0.04 0.03
C -1.69567 5.41677 -0.94990 0.10 0.10 -0.06
C 2.07729 3.81967 1.34787 0.02 -0.03 0.01
C 2.81388 5.11448 1.66311 -0.02 0.08 0.00
C 1.30375 3.29887 2.55740 0.00 0.01 0.03
H 2.39202 7.02160 -2.32018 0.01 0.01 -0.01
H 2.29643 6.78059 -0.57880 0.03 -0.01 0.06
H 0.81833 6.97065 -1.51861 0.13 -0.05 0.01
H 1.20219 4.86472 -2.69307 0.05 -0.01 0.00
H 3.77366 4.52223 -1.06737 -0.01 -0.01 -0.03
H 3.70674 5.00350 -2.76056 0.02 0.01 -0.03
H 3.15695 3.40205 -2.27451 -0.02 -0.09 -0.01
H -1.48095 4.43949 0.92036 -0.06 0.00 -0.04
H 0.12423 7.02636 0.57303 -0.04 -0.04 0.02
H -0.09185 6.09620 2.05787 0.01 0.00 -0.01
H -1.47491 6.87969 1.30578 -0.02 0.02 0.01
H -1.12726 6.03360 -1.66163 -0.13 -0.10 0.07
H -2.59861 5.96381 -0.66929 -0.05 0.04 0.02
H -2.02308 4.50614 -1.44989 -0.02 -0.10 -0.05
H 2.82765 3.07127 1.07887 -0.01 -0.04 -0.01
H 2.13461 5.94601 1.85975 -0.01 -0.02 0.00
H 3.48177 5.41237 0.85418 -0.01 0.03 0.00
H 3.43038 4.97778 2.55965 0.00 0.01 0.01
H 0.49800 3.98080 2.84218 -0.01 0.00 0.01
H 1.96158 3.18367 3.42487 0.02 0.00 0.01
H 0.85028 2.32483 2.36780 -0.03 -0.05 -0.02
N 3.68266 0.64816 -2.93196 0.04 0.07 0.07
C 3.50857 0.53552 -1.57534 0.03 -0.01 -0.02
C 2.21578 0.37872 -1.04028 0.01 -0.02 0.10
N 2.00084 0.32768 0.25554 0.01 0.02 0.05
C 3.06739 0.40563 1.06068 0.07 0.03 -0.11
C 4.33426 0.55064 0.53110 -0.07 0.00 0.05
N 4.56896 0.62682 -0.78068 0.01 0.01 -0.05
H 2.91298 0.32775 -3.50889 -0.05 -0.02 -0.07
H 4.60402 0.41433 -3.26297 0.01 0.00 0.02
H 1.36980 0.28551 -1.71343 -0.04 -0.02 -0.03
H 2.89607 0.35019 2.12703 -0.03 -0.01 0.06
H 5.19908 0.60784 1.18270 0.01 0.00 0.01
C -0.19561 -6.82832 -0.26051 -0.04 0.03 -0.03
Si -0.43379 -5.10684 -1.03895 0.01 0.00 0.00
C -0.24623 -5.43252 -2.90323 -0.03 -0.03 0.04
C -2.25410 -4.70484 -0.74129 0.03 -0.04 -0.03
Si 0.89920 -3.31177 -0.35447 -0.04 0.02 0.00
Si 2.94171 -3.94965 -1.28286 -0.01 -0.01 0.00
C 3.38508 -5.79777 -1.39215 0.03 0.05 0.04
C 4.41247 -3.17475 -0.36618 -0.04 0.00 -0.01
C 3.09521 -3.32883 -3.06660 0.05 0.02 0.03
Si 1.27165 -3.98105 1.85548 -0.02 0.01 0.01
C 2.38853 -5.47763 2.23001 -0.02 0.04 0.00
C -0.37008 -4.37584 2.72082 -0.01 -0.03 -0.01
C 2.06276 -2.58909 2.87112 -0.04 -0.10 -0.02
H -0.85997 -7.55364 -0.74252 -0.01 -0.02 -0.02
H -0.43372 -6.81811 0.80376 0.01 0.00 0.05
H 0.83071 -7.17691 -0.36835 0.11 -0.04 -0.03
H -1.03307 -6.10069 -3.26685 -0.03 -0.02 0.00
H 0.71620 -5.89959 -3.11738 0.06 -0.03 -0.03
H -0.29097 -4.50934 -3.47949 -0.02 0.10 -0.06
H -2.91503 -5.50747 -1.08296 -0.01 -0.04 -0.01
H -2.55662 -3.78511 -1.24343 -0.01 0.03 0.01
H -2.44525 -4.54519 0.32116 -0.03 0.01 0.07
H 3.39174 -6.25895 -0.40365 0.01 -0.02 0.05
H 4.37611 -5.92842 -1.84015 0.03 0.00 -0.01
H 2.66578 -6.34087 -2.00428 -0.07 -0.05 -0.06
H 4.51651 -3.58908 0.63810 0.00 -0.02 0.07
H 4.28190 -2.09648 -0.26372 0.00 0.05 0.00
H 5.34836 -3.35367 -0.90486 0.03 0.00 -0.02
H 2.35442 -3.80338 -3.71085 -0.07 -0.04 -0.06
H 4.08961 -3.54050 -3.47396 0.03 0.00 -0.02
H 2.91500 -2.25279 -3.12403 0.01 0.01 0.01
H 2.04177 -6.37817 1.72525 -0.06 -0.09 -0.04
H 2.40739 -5.67101 3.30782 0.00 -0.01 0.03
H 3.41432 -5.29072 1.90617 0.05 0.01 -0.02
H -0.78804 -5.31408 2.34836 -0.01 0.00 0.02
H -1.12066 -3.60435 2.53768 -0.02 0.09 0.00
H -0.23556 -4.47369 3.80264 0.01 0.00 0.04
H 3.02489 -2.30005 2.44480 0.08 0.02 -0.04
H 2.22726 -2.89435 3.91004 0.00 -0.02 0.02
H 1.42939 -1.70297 2.88500 0.04 0.06 -0.03
```
Forces are in eV/Å.


Entry 2:
Entry from the OMol25 dataset: a cluster of 2 separate species, C2H3BrClNO in total (wB97M-V/def2-TZVPD).

Results
- orbital gap (alpha / beta) (eV) = 7.988 / 6.861
- ΔE to the lowest compared entry with this formula, charge and spin (eV) = 3.4722
- E_LUMO (alpha / beta) (eV) = 0.1 / -0.3

Geometry as XYZ:
```
9
Properties=species:S:1:pos:R:3:forces:R:3
C 0.19522 0.57242 1.21687 -2.69 -3.44 -0.09
C -0.65804 -1.26296 -0.61204 1.74 0.73 1.47
N 0.51281 1.51493 0.40192 1.78 2.32 -2.63
O 0.17143 0.11920 2.30825 0.93 1.08 -0.99
Cl 0.66291 -2.39891 -0.78533 -0.25 0.22 -0.02
Br -1.08680 -0.27274 -2.09404 -0.17 0.71 -1.06
H -1.49501 -1.68053 -0.14191 -0.99 -0.61 0.53
H 0.19925 1.65980 -0.60611 -0.64 -1.38 1.80
H 1.49822 1.74878 0.31239 0.28 0.37 1.00
```
Forces are in eV/Å.


Entry 3:
Entry from the OMol25 dataset: a cluster of 10 separate species, C28H44F12O32S6 in total (wB97M-V/def2-TZVPD).

Results
- orbital gap (eV) = 10.752
- ΔE to the lowest compared entry with this formula, charge and spin (eV) = 0.0000
- E_LUMO (eV) = -0.2

Geometry as XYZ:
```
122
Properties=species:S:1:pos:R:3:forces:R:3
C 5.24812 18.46147 -16.33213 0.27 -0.71 -0.09
C 5.53134 16.98376 -16.59976 -0.62 0.55 -0.19
O 6.95204 16.76608 -16.66371 0.09 0.19 0.11
C 7.40973 15.54316 -16.59069 1.24 0.31 -0.65
O 6.86219 14.49390 -16.43528 -0.70 -0.05 0.16
C 8.96837 15.56032 -16.76870 -1.95 -0.44 1.22
F 9.46951 15.31312 -15.55282 0.56 0.44 -0.29
F 9.32037 14.57333 -17.57977 0.47 0.01 -0.45
F 9.38689 16.72518 -17.22573 0.77 0.24 -0.20
H 5.74446 19.14304 -17.02168 0.44 -0.17 0.15
H 5.55216 18.60626 -15.29669 -0.14 0.73 -0.06
H 4.18605 18.64669 -16.49469 -0.12 -0.22 0.39
H 5.11225 16.67996 -17.55488 -0.03 -0.22 0.25
H 5.14458 16.40671 -15.76020 -0.16 -0.18 -0.29
C 8.69431 14.69902 -21.11067 0.57 0.16 0.03
C 7.69200 15.36446 -22.01455 0.53 0.36 0.47
O 6.39096 15.05927 -21.45811 -0.27 0.06 -0.94
C 5.84264 15.93061 -20.64957 -0.03 -0.36 0.10
O 6.34516 16.91806 -20.18599 -0.23 0.01 0.04
C 4.39962 15.47191 -20.26933 0.45 0.78 -0.90
F 3.56149 16.47439 -20.61450 0.17 -0.42 0.68
F 3.99078 14.38071 -20.90802 0.13 0.04 0.36
F 4.40224 15.26151 -18.95387 -0.61 -0.11 -0.06
H 9.70960 14.93620 -21.43078 -0.02 -0.15 -0.14
H 8.59849 13.61697 -21.04208 -0.12 0.02 -0.08
H 8.58959 15.13984 -20.11821 -0.06 -0.17 0.08
H 7.71638 15.07256 -23.06112 -0.27 -0.44 0.14
H 7.88691 16.43617 -21.99554 -0.38 0.05 0.07
C 12.09482 21.32976 -18.54143 0.93 -1.58 1.19
C 10.66420 20.86599 -18.36311 -0.75 1.59 -0.81
O 10.56790 20.18163 -17.11923 -0.01 -0.93 0.94
C 9.38323 20.01230 -16.53625 0.11 1.24 0.20
O 8.30634 20.32232 -16.95377 -0.12 -0.28 -0.61
C 9.53884 19.66268 -15.03549 1.33 -1.25 -1.01
F 10.49248 18.71942 -14.86303 -0.06 0.17 0.04
F 9.95541 20.76138 -14.40976 -0.55 0.02 0.41
F 8.42230 19.15946 -14.54642 -0.27 0.58 0.33
H 12.69062 20.43100 -18.32516 0.15 -0.06 -0.52
H 12.45866 21.95098 -17.72106 -0.53 0.57 -0.21
H 12.41073 21.70694 -19.50751 -0.50 0.12 -0.10
H 10.30000 20.24626 -19.18268 0.19 -0.18 0.03
H 9.98826 21.72663 -18.31044 -0.04 -0.09 -0.05
C 12.34968 16.09048 -12.78829 -0.28 -0.08 -1.28
C 11.38760 15.01922 -12.27124 1.57 0.50 1.20
O 10.04610 15.17078 -12.72614 -0.58 0.86 -0.66
C 9.12886 14.41729 -12.15502 1.15 -1.20 0.10
O 9.34205 13.56725 -11.33956 -0.25 0.02 0.24
C 7.71505 14.61132 -12.68523 -0.98 1.38 0.61
F 7.20507 13.50897 -13.24028 0.40 0.39 -0.24
F 6.90927 14.92448 -11.63600 0.38 -0.24 -0.46
F 7.64742 15.66450 -13.52935 -0.23 -0.77 -0.05
H 12.46007 16.96598 -12.15355 -0.30 -0.03 0.08
H 12.07279 16.40108 -13.79915 -0.20 0.19 0.11
H 13.34048 15.66718 -12.95557 -0.03 -0.21 0.38
H 11.42311 15.15802 -11.18911 -0.43 -0.57 0.09
H 11.77330 14.03234 -12.50976 -0.33 -0.13 0.00
O 2.21048 15.13874 -16.83207 0.06 -1.24 0.63
S 2.18141 13.77267 -16.36286 0.30 1.04 0.40
O 0.98292 13.01451 -16.54546 1.08 0.27 0.40
O 3.47511 13.03693 -16.94384 -0.54 0.33 -0.28
C 4.39587 12.66872 -15.91790 0.83 -1.34 -0.50
C 4.12664 13.55197 -14.73937 -0.94 -0.06 -0.57
O 2.68127 13.69533 -14.79677 -0.60 0.13 -0.83
H 4.24683 11.60312 -15.72962 -0.26 0.08 0.38
H 5.40794 12.74903 -16.30501 -0.10 0.40 -0.08
H 4.58715 14.52660 -14.88446 0.11 -0.01 0.36
H 4.36723 13.04638 -13.81079 0.07 0.34 0.16
O 1.35584 23.96522 -15.68623 0.20 -0.93 0.52
S 1.50837 23.01292 -14.62041 -0.62 0.24 -0.84
O 1.02262 23.40470 -13.32929 1.00 -1.10 -0.93
O 0.89265 21.56311 -15.04748 0.06 0.90 0.66
C 1.81030 20.91758 -15.95519 -0.26 0.79 0.78
C 3.19014 21.30199 -15.39880 0.53 -0.72 -1.71
O 3.05052 22.48787 -14.67110 -0.81 0.94 1.26
H 1.60522 19.85368 -15.90996 -0.05 0.01 -0.18
H 1.64145 21.37169 -16.92976 0.08 -0.36 -0.19
H 3.81286 21.50676 -16.27575 0.20 0.07 0.20
H 3.69520 20.51816 -14.83521 -0.32 0.17 0.43
O 11.59039 13.90432 -19.46278 1.54 0.37 0.56
S 12.97988 13.72086 -19.78975 1.70 -0.16 0.08
O 13.24714 13.17412 -21.08357 0.17 0.64 0.52
O 13.94663 15.05566 -19.50059 -1.88 -0.82 -1.20
C 15.07391 14.77644 -18.67683 -0.29 1.23 1.23
C 15.11793 13.27962 -18.48035 0.14 0.28 -0.04
O 13.77057 12.85883 -18.67718 -1.35 -0.26 -0.82
H 15.95797 15.23448 -19.11653 0.01 -0.40 -0.32
H 14.89807 15.31828 -17.74258 -0.04 -0.21 0.06
H 15.30354 12.95579 -17.46144 0.50 0.16 -0.05
H 15.84863 12.91070 -19.20120 -0.44 -0.83 -0.01
O 10.51780 19.95107 -21.89553 0.36 -1.84 0.23
S 10.38767 18.54091 -22.19723 0.65 0.80 -0.44
O 9.77278 18.21470 -23.44237 -0.17 -0.35 1.04
O 11.78578 17.69706 -22.14518 -0.83 1.15 0.26
C 11.85849 16.86842 -20.98290 -0.32 -0.89 -0.03
C 10.72969 17.27997 -20.05952 1.78 1.22 0.98
O 9.74210 17.79162 -20.91384 -1.16 0.26 -1.02
H 11.63537 15.84243 -21.28175 0.53 -0.02 -0.29
H 12.83904 16.96923 -20.53031 -0.02 -0.08 -0.06
H 11.11617 18.07750 -19.41042 -0.30 0.19 -0.05
H 10.39910 16.51218 -19.36921 -0.46 -0.31 -0.58
O 12.19967 11.98585 -13.85785 -0.52 0.69 -0.49
S 12.04083 12.78389 -15.03711 0.52 -1.70 -1.34
O 12.73440 14.04312 -15.10258 -1.20 -1.03 -0.36
O 12.46648 11.80796 -16.30478 0.63 1.20 1.43
C 11.36828 11.36454 -17.06366 -0.26 -1.21 -0.34
C 10.11570 11.74934 -16.29554 -0.14 -0.54 0.04
O 10.50835 12.86334 -15.53041 0.76 1.77 1.24
H 11.48138 11.73832 -18.07777 -0.38 0.30 0.07
H 11.37655 10.27285 -17.09446 0.32 0.02 -0.15
H 9.79469 10.97299 -15.59503 0.15 -0.12 -0.18
H 9.26804 12.00319 -16.92933 0.15 0.34 0.04
O 4.53943 20.85482 -22.71841 0.77 0.14 1.05
S 5.72272 21.42036 -22.12886 -1.19 -1.50 -0.29
O 6.31558 22.47691 -22.85460 0.78 0.37 0.52
O 5.50708 21.85202 -20.57991 -0.55 0.33 -0.72
C 5.88471 20.82357 -19.66712 0.50 -0.61 -0.24
C 7.06462 20.19982 -20.40007 0.54 -0.76 0.67
O 6.73628 20.18620 -21.79019 -0.64 1.34 -0.23
H 6.15993 21.27314 -18.71578 0.18 0.22 -0.17
H 5.11324 20.07851 -19.45721 -0.36 0.23 -0.47
H 7.23033 19.15138 -20.15838 0.01 0.09 0.26
H 7.96815 20.77654 -20.19540 0.06 0.06 -0.33
```
Forces are in eV/Å.


Entry 4:
Entry from the OMol25 dataset: a structure of composition C13H17HfIN2 (wB97M-V/def2-TZVPD).

Results
- orbital gap (alpha / beta) (eV) = 3.772 / 4.254
- charge = +2
- ΔE to the lowest compared entry with this formula, charge and spin (eV) = 0.0660
- E_LUMO (alpha / beta) (eV) = -12.1 / -11.7

Geometry as XYZ:
```
34
Properties=species:S:1:pos:R:3:forces:R:3
C -1.70846 -1.12067 3.11184 -1.19 1.13 5.20
C -0.91396 1.61718 2.52046 0.01 -1.31 2.57
H -2.09492 -1.87193 2.35481 0.45 0.37 0.68
H -2.46818 -0.43052 3.54953 0.07 -1.36 -0.18
H -0.80741 -1.20043 3.78921 -1.37 -0.64 -0.70
H -1.42553 1.86735 1.49228 0.94 0.02 1.82
H -1.58612 1.55627 3.38666 0.39 1.12 -0.29
H 0.23923 1.48652 2.79666 -2.51 0.67 -0.69
C -0.46154 -2.50796 -1.23061 -0.39 0.33 0.90
C -0.20419 -2.95224 -2.50796 0.07 -1.09 -0.90
C 0.23884 -2.05451 -3.48434 -0.30 0.18 0.97
C 0.43482 -0.73596 -3.08501 0.39 0.85 -0.35
H -0.82453 -3.18512 -0.43425 0.18 0.34 -0.72
H -0.35441 -4.02565 -2.75676 0.12 0.97 0.27
H 0.42864 -2.36136 -4.50465 -0.03 -0.02 0.07
H 0.78094 0.01747 -3.81692 -0.25 -0.73 0.49
N -0.29835 -1.22677 -0.85263 0.64 0.83 -0.12
C 0.21639 -0.34114 -1.76170 -0.65 -1.22 0.22
C 0.55444 1.00490 -1.25611 0.66 1.16 -0.27
N 0.27849 1.32239 0.03792 -0.32 -1.21 -0.06
C 0.67672 2.50282 0.52437 0.26 1.14 -0.06
C 1.61548 3.17959 -1.55906 -0.35 -0.56 0.32
C 1.32205 3.46374 -0.22774 0.08 0.01 0.03
H 0.41749 2.73339 1.56840 0.57 0.16 -1.06
H 1.57470 4.40800 0.25192 0.02 -0.20 -0.27
C 1.23285 1.93837 -2.06920 -0.36 -0.27 0.67
H 1.46240 1.66975 -3.08683 0.07 0.14 -0.03
H 2.12750 3.89713 -2.17637 0.08 0.10 -0.15
Hf -0.89821 -0.26110 1.40148 2.11 -1.32 -8.52
I -3.44937 -0.52363 0.31642 0.29 0.12 -0.01
C 0.72960 -1.76198 1.87174 0.92 -0.44 0.61
H 0.64759 -2.70587 1.30666 -0.33 0.37 0.03
H 0.80131 -2.04797 2.93278 0.02 0.16 -0.35
H 1.71571 -1.35008 1.59703 -0.29 0.18 -0.10
```
Forces are in eV/Å.